No. 1
C5H12O3Yb | ωB97M-V/def2-TZVPD

Summary:
* HOMO (alpha / beta): -17.507 / -17.508 eV
* LUMO (alpha / beta): -9.9 / -11.0 eV
* max |F|: 3.875 eV/Å
* ⟨S²⟩: 2.001
* frontier orbital gap (alpha / beta): 7.6085 / 6.4806 eV

The geometry in ORCA input format:
```
! wB97M-V def2-TZVPD RIJCOSX def2/J DEFGRID3
* xyz 2 3
H -0.0209 -2.9058 -3.4943
C -2.5175 1.4719 -1.2704
O -1.5114 1.5851 -2.2270
C -1.9399 1.3321 0.1352
O -0.9143 0.3215 0.0649
C -0.1605 0.1255 1.2563
C 0.8761 -0.9339 0.9649
O 2.0372 -0.2812 0.5060
C 3.1809 -1.1115 0.4471
Yb 0.0221 0.6469 -1.9998
H -3.1644 0.5940 -1.4682
H -3.1773 2.3588 -1.2582
H -2.6921 1.0121 0.8696
H -1.4751 2.2749 0.4661
H -0.8317 -0.2171 2.0560
H 0.2595 1.0833 1.5993
H 0.6828 -1.7516 0.2496
H 0.9738 -1.5753 1.8511
H 3.8777 -0.6268 -0.2460
H 3.5097 -1.2968 1.4810
H 2.9855 -2.1062 0.0167
*
```

Here are the Mulliken charges for atoms 1 to 2, given in e: atom 1 (H): 0.04, atom 2 (C): -0.37

---

No. 2
C4H10OS2 | ωB97M-V/def2-TZVPD

Summary:
* HOMO: -8.748 eV
* LUMO: 0.8 eV
* max |F|: 1.866 eV/Å
* SMILES: CSSCCCO
* frontier orbital gap: 9.5235 eV

The geometry in ORCA input format:
```
! wB97M-V def2-TZVPD RIJCOSX def2/J DEFGRID3
* xyz 0 1
C -1.3955 1.5131 2.8922
S 0.2556 1.1445 2.4400
S 0.2722 -0.5188 1.3410
C -0.3247 -0.1230 -0.3465
C 0.8303 0.0851 -1.3519
C 1.4057 -1.2884 -1.8150
O 0.4510 -2.0719 -2.5025
H -1.7901 2.3626 2.3453
H -2.1287 0.7192 2.7429
H -1.4378 1.7222 3.9631
H -0.9271 -0.9741 -0.6456
H -0.8254 0.8394 -0.2397
H 1.5628 0.7473 -0.8864
H 0.5175 0.6143 -2.2586
H 2.1568 -1.1138 -2.5880
H 1.8263 -1.7497 -0.9197
H -0.4487 -1.9080 -2.1705
*
```

Here are the Mulliken charges for atoms 1 to 2, given in e: atom 1 (C): -0.84, atom 2 (S): -0.07

---

No. 3
C40H40Cl4F3N3O2 | ωB97M-V/def2-TZVPD

Summary:
* HOMO: -7.630 eV
* LUMO: -0.8 eV
* max |F|: 2.253 eV/Å
* frontier orbital gap: 6.8416 eV

The geometry in ORCA input format:
```
! wB97M-V def2-TZVPD RIJCOSX def2/J DEFGRID3
* xyz 0 1
Cl -3.2813 -1.7979 4.0005
C -1.5530 -1.7553 3.9670
C -0.8117 -2.7611 4.4889
Cl -1.5423 -4.1797 5.0839
C 0.6805 -2.8169 4.3825
O 1.3266 -3.7525 4.8240
C 1.3098 -1.6345 3.7399
Cl 2.9434 -1.8529 3.3780
C 0.6274 -0.5374 3.3518
Cl 1.4834 0.9106 2.9333
C -0.8917 -0.4113 3.5309
O -1.3504 0.6059 4.1899
C -0.7723 3.3903 3.2321
C -0.5503 3.2733 1.7231
C 0.3942 4.3692 1.2466
C -1.8594 3.2459 0.9332
C -2.7495 4.3159 1.0441
C -3.8551 4.3906 0.2007
C -4.0902 3.4021 -0.7520
C -3.2283 2.3077 -0.8583
C -3.4842 1.1999 -1.8849
C -4.1304 1.6929 -3.1809
C -4.3145 0.0618 -1.2914
C -2.1339 2.2191 0.0244
N -1.1833 1.1449 -0.1351
N -0.3512 1.1694 -1.1872
N 0.4928 0.1333 -0.9886
C 1.6471 -0.0262 -1.8499
C 2.8845 0.5188 -1.4633
C 3.0512 1.3403 -0.1843
C 3.5035 2.7687 -0.4683
C 4.0187 0.6640 0.7904
C 3.9923 0.2777 -2.2720
C 3.8728 -0.4617 -3.4413
C 2.6231 -0.8966 -3.8633
C 1.4898 -0.6547 -3.0974
C 0.1078 -1.1335 -3.5669
C -0.1116 -2.6033 -3.2411
C -0.1301 -0.8859 -5.0515
C 0.0886 -0.6452 0.0831
C 0.5896 -1.9746 0.3527
C -0.3160 -2.9813 0.7717
C 0.1312 -4.2297 1.1756
C 1.4680 -4.5487 1.0376
C 1.9285 -5.9077 1.4842
F 3.2905 -5.9814 1.5776
F 1.4123 -6.2272 2.7170
F 1.5225 -6.8777 0.6060
C 2.3577 -3.6623 0.4390
C 1.9278 -2.3846 0.0916
C -0.9519 0.0177 0.6628
C -1.6701 -0.2793 1.8542
H -1.1612 2.4316 3.6122
H 0.1808 3.5930 3.7404
H -1.4993 4.1790 3.4714
H -0.0811 2.3020 1.5550
H 0.6031 4.2689 0.1736
H -0.0592 5.3566 1.4268
H 1.3463 4.3200 1.7930
H -2.5447 5.1004 1.7820
H -4.5545 5.2218 0.3054
H -4.9553 3.4780 -1.4249
H -2.4906 0.8030 -2.1449
H -3.5838 2.5470 -3.5946
H -4.1206 0.8893 -3.9273
H -5.1769 1.9863 -3.0134
H -3.8489 -0.3430 -0.3847
H -5.3215 0.4259 -1.0275
H -4.4208 -0.7496 -2.0295
H 2.0577 1.3676 0.3005
H 2.8251 3.2552 -1.1902
H 3.5047 3.3707 0.4584
H 4.5180 2.7753 -0.8868
H 3.6318 -0.3148 1.1159
H 4.9970 0.5061 0.3116
H 4.1657 1.2764 1.6929
H 4.9542 0.6582 -1.9572
H 4.7618 -0.6771 -4.0364
H 2.5209 -1.4457 -4.7957
H -0.6223 -0.5281 -2.9967
H 0.0526 -2.8192 -2.1765
H -1.1431 -2.8993 -3.4957
H 0.5806 -3.2248 -3.8277
H 0.1142 0.1498 -5.3281
H 0.4801 -1.5676 -5.6620
H -1.1891 -1.0628 -5.2924
H -1.3811 -2.7487 0.7763
H -0.5762 -4.9398 1.6056
H 3.3911 -3.9561 0.2777
H 2.6380 -1.6766 -0.3477
H -2.0151 -1.3414 1.8707
H -2.4309 0.4740 2.1300
*
```

Here are the Mulliken charges for atoms 1 to 2, given in e: atom 1 (Cl): -0.10, atom 2 (C): -0.35

---

No. 4
C5H10N2O | ωB97M-V/def2-TZVPD

Summary:
* HOMO: -7.231 eV
* LUMO: 0.8 eV
* max |F|: 3.109 eV/Å
* SMILES: CC(N)=C=N.C=CO
* frontier orbital gap: 8.0512 eV

The geometry in ORCA input format:
```
! wB97M-V def2-TZVPD RIJCOSX def2/J DEFGRID3
* xyz 0 1
C -1.2913 1.6362 0.8017
C -1.3602 0.5141 -0.1880
N -0.8972 0.7457 -1.4870
C -1.6581 -0.7331 0.2129
N -2.5208 -1.5684 0.4911
H -1.5902 2.5842 0.3525
H -1.9478 1.4335 1.6458
H -0.2794 1.7236 1.1907
H -0.9406 1.7117 -1.7868
H -1.1832 0.0478 -2.1612
H -2.1788 -2.4694 0.8412
C 2.7132 -1.4994 -0.2873
C 1.6093 -0.7800 -0.0287
O 1.6310 0.2970 0.8886
H 3.5780 -1.4410 0.3578
H 2.9021 -1.8940 -1.2684
H 0.8961 -0.6880 -0.8383
H 2.5180 0.3796 1.2632
*
```

Here are the Mulliken charges for atoms 1 to 2, given in e: atom 1 (C): -1.23, atom 2 (C): 0.34